Molecular formula: C5H8O2S
Method: DFT, ωB97M-V/def2-TZVPD

The energy above the lowest of the compared OMol25 structures with the same formula, charge and spin comes out at 69.50 kcal per mole. The frontier orbital gap is 0.342 Ha. The largest force on an atom comes out at 4.09 eV/Å. As for the charge: 0.

Last column: Mulliken charge in e.
Atoms and positions in Å:
C (0.2448, 0.8468, 0.4378)  -0.79
C (1.5497, 1.1012, -0.1282)  0.13
C (-0.6411, -0.0973, 0.0626)  1.13
C (-0.5322, -1.1355, -0.9403)  -1.12
C (-2.0462, -0.0524, 0.7101)  -1.45
O (2.1868, 0.4440, -1.0961)  -0.42
O (2.7931, -1.1880, 0.7222)  -0.47
S (3.0244, 0.1849, 0.3859)  0.43
H (-0.0008, 1.6419, 1.2248)  0.18
H (1.8414, 2.2213, -0.1555)  0.38
H (0.0927, -2.0050, -0.6883)  0.26
H (0.0624, -0.7708, -1.8115)  0.30
H (-1.5286, -1.3533, -1.3349)  0.37
H (-2.6611, -0.9529, 0.8370)  0.38
H (-2.4513, 0.6896, 0.0614)  0.38
H (-1.9340, 0.4255, 1.7132)  0.32

***

Molecular formula: C33H69N2O15P
Method: DFT, ωB97M-V/def2-TZVPD

The frontier orbital gap is 0.320 Ha. The largest force on an atom comes out at 8.94 eV/Å. As for the charge: 0.

Last column: Mulliken charge in e.
Atoms and positions in Å:
C (-4.8455, -1.4440, 3.6644)  -1.04
C (-3.8297, -0.2368, 3.1383)  -0.09
C (-2.9156, -0.8618, 1.9113)  -0.15
O (-3.1460, -0.1463, 0.6122)  -0.31
C (-3.1583, -1.1065, -0.5021)  -1.28
C (-2.7763, -0.4139, -1.9752)  1.02
P (-3.3641, -1.8216, -3.1701)  0.54
C (-5.2816, -1.6056, -3.3263)  -1.08
O (-3.1775, -3.3988, -2.4293)  -0.36
C (-3.3961, 1.0921, -2.1599)  -0.40
C (-3.9867, 1.5777, -3.6092)  -0.73
C (-2.9332, 1.3689, -4.8754)  0.57
O (-1.9440, 2.2588, -4.9751)  -0.50
O (-3.2257, 0.2597, -5.7914)  -0.29
C (-2.0362, -0.5279, -6.1363)  0.67
C (-2.2040, -1.5896, -7.4095)  -0.92
O (-0.8552, -0.5233, -5.5168)  -0.46
N (-2.4348, 2.0471, -1.4504)  -0.24
C (-1.0634, 1.6162, -1.9230)  -0.13
O (-0.0695, 2.4479, -2.2608)  -0.54
C (-1.1857, -0.0198, -1.9373)  -0.08
C (-0.2303, -0.5415, -0.7080)  -0.17
C (1.3671, -0.1315, -0.9684)  0.05
O (1.8590, -0.4557, -2.1935)  -0.61
N (2.2618, 0.5349, 0.0522)  0.03
C (3.7404, 0.1806, -0.2144)  -0.53
C (2.2346, 2.0518, -0.0476)  -0.49
H (-4.3152, -2.5051, 3.6732)  0.30
H (-5.7944, -1.5479, 2.9514)  0.28
H (-5.2105, -1.2503, 4.7842)  0.30
H (-3.1463, 0.0444, 4.0637)  0.04
H (-4.4051, 0.7491, 2.8508)  0.30
H (-1.7868, -0.7718, 2.2504)  0.03
H (-3.2152, -2.0073, 1.8057)  0.25
H (-2.5268, -2.0719, -0.2773)  0.40
H (-4.2869, -1.4806, -0.6022)  0.35
H (-5.8436, -2.6310, -3.3841)  0.43
H (-5.6227, -0.9735, -2.3731)  0.29
H (-5.5880, -0.9825, -4.2962)  0.20
H (-4.1184, -3.7893, -2.3491)  0.25
H (-4.3703, 1.0284, -1.4745)  0.41
H (-5.0154, 1.1080, -3.9134)  0.27
H (-4.1740, 2.7522, -3.5386)  0.40
H (-1.3776, -2.4316, -7.4004)  0.25
H (-2.3384, -1.0562, -8.4427)  0.34
H (-3.2370, -2.1494, -7.1982)  0.25
H (-2.5832, 2.1854, -0.4257)  0.40
H (-0.6426, -0.3386, -2.9234)  0.21
H (-0.2968, -1.7141, -0.5475)  0.35
H (-0.5467, 0.0738, 0.2521)  -0.03
H (4.4116, 0.7957, 0.5519)  0.20
H (3.8581, -0.9684, -0.0198)  0.34
H (4.0994, 0.5259, -1.2867)  0.13
H (1.2053, 2.4826, 0.3361)  0.11
H (2.3172, 2.3223, -1.2058)  0.15
H (3.1429, 2.5885, 0.4690)  0.28
C (-1.6343, 0.1280, 7.5714)  -0.80
O (-1.8242, -0.9922, 6.7130)  -0.39
C (-0.7546, -1.1499, 5.7777)  0.23
C (0.2683, -2.1877, 6.2556)  -0.75
O (0.9285, -1.7671, 7.4552)  -0.38
C (0.3366, -2.3271, 8.6233)  -0.71
H (-2.2689, -0.0061, 8.4506)  0.26
H (-0.6013, 0.2292, 7.9053)  0.37
H (-1.9385, 1.0418, 7.0536)  0.30
H (-0.2740, -0.1872, 5.5708)  0.21
H (-1.1981, -1.5062, 4.8398)  0.05
H (1.0439, -2.2924, 5.4859)  0.38
H (-0.1966, -3.1704, 6.3930)  0.36
H (0.7117, -3.3426, 8.7674)  0.32
H (-0.7524, -2.3486, 8.5777)  0.30
H (0.6362, -1.7193, 9.4792)  0.25
C (0.8949, 6.3949, 4.7127)  -0.71
O (1.1866, 5.2423, 5.4963)  -0.41
C (0.7657, 4.0317, 4.8630)  -0.45
C (1.9235, 3.3426, 4.1307)  -0.42
O (2.4122, 4.1389, 3.0450)  -0.26
C (3.5578, 4.9035, 3.4076)  -0.91
H (1.5271, 7.2138, 5.0642)  0.25
H (1.0913, 6.2403, 3.6514)  0.29
H (-0.1531, 6.6753, 4.8497)  0.33
H (-0.0749, 4.2192, 4.1857)  0.32
H (0.4088, 3.3622, 5.6553)  0.27
H (1.5522, 2.4056, 3.6957)  0.34
H (2.7356, 3.0881, 4.8211)  0.35
H (4.4469, 4.2720, 3.3506)  0.31
H (3.4829, 5.3304, 4.4079)  0.42
H (3.6618, 5.7189, 2.6892)  0.27
C (5.0720, 2.9694, -2.2059)  -1.00
O (5.7181, 2.8280, -0.9449)  -0.11
C (7.0885, 2.4419, -1.0748)  -0.57
C (8.0294, 3.6490, -0.9789)  -0.56
O (7.8319, 4.5619, -2.0648)  -0.38
C (6.9752, 5.6440, -1.7130)  -0.67
H (4.1778, 3.5807, -2.0629)  0.21
H (5.7052, 3.4553, -2.9487)  0.50
H (4.7705, 1.9854, -2.5754)  0.37
H (7.2496, 1.8879, -2.0062)  0.39
H (7.3106, 1.7619, -0.2431)  0.34
H (9.0644, 3.2904, -1.0493)  0.38
H (7.9214, 4.1620, -0.0166)  0.31
H (7.5506, 6.4007, -1.1755)  0.33
H (6.1290, 5.3325, -1.1003)  0.23
H (6.5921, 6.0859, -2.6348)  0.25
C (0.2113, -7.5985, -4.4618)  -0.74
O (-0.7123, -7.0301, -3.5390)  -0.40
C (-0.8465, -5.6162, -3.7030)  -0.48
C (-2.0747, -5.2574, -4.5483)  0.42
O (-1.9538, -5.7426, -5.8906)  -0.41
C (-2.6223, -6.9861, -6.0787)  -0.82
H (0.0134, -8.6712, -4.5235)  0.25
H (0.1190, -7.1739, -5.4618)  0.33
H (1.2315, -7.4489, -4.0980)  0.33
H (0.0665, -5.1859, -4.1294)  0.33
H (-0.9774, -5.1879, -2.7016)  0.31
H (-2.1471, -4.1639, -4.6109)  -0.32
H (-2.9974, -5.6244, -4.0850)  0.24
H (-3.6875, -6.8038, -6.2356)  0.33
H (-2.4938, -7.6677, -5.2376)  0.36
H (-2.2131, -7.4584, -6.9738)  0.27

***

Molecular formula: C22H41BrN2O11P
Method: DFT, ωB97M-V/def2-TZVPD

The frontier orbital gap is 0.296 Ha. The largest force on an atom comes out at 4.66 eV/Å. As for the charge: +1.

Last column: Mulliken charge in e.
Atoms and positions in Å:
C (-1.7101, 0.7122, -1.9454)  -0.38
C (-0.6016, 0.2467, -1.6982)  -0.78
N (0.5678, -0.5412, -1.2614)  1.38
O (0.5344, -1.9050, -1.2365)  -0.37
C (-0.7581, -2.4737, -0.9231)  -0.64
C (-1.3188, -2.1194, 0.5370)  0.28
C (-2.9179, -2.3166, 0.4729)  -1.20
C (1.2255, 0.2394, -0.1278)  0.09
C (1.5585, -0.4727, 1.2734)  -0.89
O (0.8421, 0.2681, 2.2990)  -0.35
C (1.5421, 1.5123, 2.5707)  -0.50
C (2.5333, 1.0349, -0.6390)  -0.49
Br (4.2537, 0.0597, -0.7650)  0.01
C (2.1256, 1.1809, -2.2241)  -0.69
P (3.4398, 1.8275, -3.4346)  0.01
N (4.4407, 2.9243, -2.4634)  -0.46
O (4.4159, 0.5671, -4.0140)  -0.47
C (1.5410, -0.2732, -2.4338)  -0.19
C (0.8100, -0.5849, -3.8368)  -0.79
C (1.9102, -1.0654, -4.8924)  -0.47
C (1.3822, -2.0969, -5.9583)  0.36
O (1.9722, -3.1459, -6.1420)  -0.52
O (0.2578, -1.8760, -6.7856)  -0.48
H (-2.7556, 0.9402, -2.2949)  0.46
H (-0.5978, -3.6028, -0.8982)  0.39
H (-1.5462, -2.3316, -1.7364)  0.35
H (-0.8820, -2.8553, 1.2685)  0.41
H (-1.1572, -1.0343, 0.8127)  -0.15
H (-3.2996, -2.5807, 1.5094)  0.30
H (-3.2300, -3.0592, -0.3144)  0.34
H (-3.3467, -1.2907, 0.2436)  0.28
H (0.4937, 1.0886, 0.0360)  0.24
H (1.3125, -1.5789, 1.3039)  0.29
H (2.6529, -0.3984, 1.5802)  0.45
H (2.6445, 1.3658, 2.7896)  0.29
H (1.1150, 2.0500, 3.4723)  0.28
H (1.4683, 2.2432, 1.7052)  0.03
H (2.7714, 2.0087, -0.1338)  0.62
H (1.3994, 2.0646, -2.2093)  0.51
H (4.9571, 3.5670, -3.0690)  0.31
H (3.7732, 3.4143, -1.8561)  0.21
H (4.7634, 0.7629, -4.9046)  0.34
H (2.2267, -1.1662, -2.3565)  0.60
H (0.0695, -1.4408, -3.7338)  0.36
H (0.2997, 0.3193, -4.2739)  0.56
H (2.7978, -1.5478, -4.3806)  0.33
H (2.3149, -0.1446, -5.4146)  0.37
H (0.0181, -0.9375, -6.5981)  0.36
C (-1.9702, 6.9996, -2.7365)  -1.06
C (-1.3461, 7.5408, -1.4646)  -0.16
O (-1.9661, 6.9820, -0.2975)  -0.37
C (-1.6309, 5.7221, -0.0075)  0.74
O (-0.8597, 5.0280, -0.6307)  -0.54
O (-2.3168, 5.3459, 1.0806)  -0.33
C (-2.1267, 3.9788, 1.4299)  -0.49
H (-3.0515, 7.1551, -2.7288)  0.30
H (-1.5464, 7.4916, -3.6135)  0.36
H (-1.8046, 5.9251, -2.8348)  0.27
H (-1.5081, 8.6186, -1.4152)  0.31
H (-0.2663, 7.3756, -1.4414)  0.28
H (-1.0681, 3.7357, 1.5393)  0.15
H (-2.5855, 3.3308, 0.6800)  0.26
H (-2.6268, 3.8079, 2.3824)  0.29
C (-1.8460, -7.2592, 4.8234)  -1.08
C (-2.6561, -6.3503, 5.7276)  -0.16
O (-1.8098, -5.4728, 6.4828)  -0.37
C (-1.2846, -4.4461, 5.8056)  0.77
O (-1.4643, -4.1993, 4.6363)  -0.56
O (-0.5004, -3.7520, 6.6407)  -0.33
C (0.2103, -2.6864, 6.0134)  -0.61
H (-1.0962, -7.8047, 5.4011)  0.30
H (-2.4943, -7.9756, 4.3158)  0.36
H (-1.3082, -6.6882, 4.0643)  0.28
H (-3.1994, -6.9572, 6.4538)  0.30
H (-3.3984, -5.7778, 5.1662)  0.29
H (-0.4674, -2.0159, 5.4826)  0.26
H (0.9619, -3.0908, 5.3325)  0.27
H (0.7172, -2.1195, 6.7935)  0.28